[1]
{
  "formula": "C6H10OS",
  "method": "wB97M-V/def2-TZVPD",
  "de_lowest_kcal_mol": 62.0,
  "homo_energy_ev": -8.7,
  "gap_ev": 9.516,
  "elements": ["S", "O", "C", "C", "C", "C", "C", "C", "H", "H", "H", "H", "H", "H", "H", "H", "H", "H"],
  "coordinates": [[2.151006, 2.447611, 0.141841], [0.130819, 1.267458, -2.235486], [-1.031624, -1.156327, 0.378193], [-0.141775, -0.631901, 1.471692], [0.923929, 0.172233, 1.402628], [-0.711085, -0.642950, -1.075431], [1.462453, 0.679241, 0.129285], [-0.146605, 0.795059, -0.988666], [0.863627, 1.865270, -2.033978], [-0.168754, -1.208627, -1.688681], [-1.709504, -0.478120, -1.530090], [-2.092271, -0.967638, 0.565791], [-1.062849, -2.181857, 0.481515], [2.214723, 0.087761, -0.345343], [-0.740930, 1.508127, -0.443638], [1.689983, 0.399441, 2.243169], [-0.371872, -1.042198, 2.408636], [1.053301, 3.228348, 0.470878]],
  "forces_ev_per_angstrom": [[-0.664, -0.648, 0.083], [0.863, 0.321, -0.397], [0.282, 2.339, -1.069], [0.534, 0.546, -0.538], [1.923, -0.098, 0.791], [-3.561, 3.893, 3.629], [-4.115, 2.536, -2.120], [2.701, -2.467, 1.778], [0.137, 0.536, -0.701], [2.462, -2.426, -2.158], [0.473, -0.380, -0.207], [0.071, 0.696, 0.313], [0.537, -2.558, -0.209], [0.443, -0.332, -0.394], [-0.341, 0.045, 0.739], [-1.992, -0.591, -0.771], [-0.320, -0.410, 1.397], [0.566, -1.003, -0.167]]
}

---

[2]
{
  "formula": "C6H10OS",
  "method": "wB97M-V/def2-TZVPD",
  "de_lowest_kcal_mol": 157.2,
  "homo_energy_ev": -8.9,
  "gap_ev": 9.675,
  "elements": ["S", "O", "C", "C", "C", "C", "C", "C", "H", "H", "H", "H", "H", "H", "H", "H", "H", "H"],
  "coordinates": [[-0.052160, 1.619000, 2.406114], [1.454345, -0.328534, -0.519009], [0.058396, 0.523375, 1.005939], [-0.541629, -0.709540, -2.099397], [-0.968057, -0.614033, 0.816533], [-0.704564, 0.525350, -0.195924], [1.625986, 0.244496, 0.718201], [0.305029, 0.258496, -1.204499], [-1.758937, -0.825511, 1.509536], [-0.532631, -1.550664, 0.558415], [1.918613, -0.594583, 1.470926], [0.736768, 1.267658, -1.526825], [-1.928894, -0.365544, -1.723447], [-1.421913, 1.263530, -0.473000], [2.265984, 0.948794, 0.603194], [-0.239117, -0.819222, -3.465038], [-0.195698, -1.604947, -1.264041], [-0.021522, 0.761878, 3.382322]],
  "forces_ev_per_angstrom": [[-0.783, 1.631, -0.640], [-0.470, -2.149, -3.327], [2.497, 0.346, 4.223], [-0.084, -1.006, -0.017], [2.004, 0.809, -0.730], [-1.060, 0.620, 2.092], [-7.016, -6.738, 1.861], [0.918, 0.848, -1.824], [-0.615, 1.080, 0.027], [0.488, -0.549, -0.273], [0.019, 1.610, -1.197], [-1.091, -1.213, -0.510], [4.432, -1.446, -2.078], [-0.479, 0.403, 0.194], [3.851, 5.386, 0.353], [-1.113, 0.083, 4.762], [-1.544, 1.274, -3.607], [0.047, -0.989, 0.690]]
}

---

[3]
{
  "formula": "C6H10OS2",
  "method": "wB97M-V/def2-TZVPD",
  "de_lowest_kcal_mol": 53.8,
  "homo_energy_ev": -8.5,
  "gap_ev": 8.120,
  "elements": ["S", "S", "O", "C", "C", "C", "C", "C", "C", "H", "H", "H", "H", "H", "H", "H", "H", "H", "H"],
  "coordinates": [[-0.847918, 1.722473, -0.173770], [-3.142332, -1.912694, -0.140345], [-1.685586, 2.240318, 0.930747], [1.227825, -0.122812, 0.090195], [1.902730, 0.127369, -1.143397], [-2.197338, 0.486219, -0.937021], [2.001654, -1.020386, 1.073727], [-2.745068, -0.362186, 0.118102], [0.205296, 0.485452, 0.633937], [1.322572, -1.747115, 1.509730], [2.349342, -0.413603, 1.828850], [-0.150314, 0.312767, 1.714282], [2.952303, 0.296383, -1.022900], [-1.647332, -0.088643, -1.699386], [-2.872470, 1.212788, -1.257943], [-2.763799, 0.034083, 1.147524], [2.798476, -1.549911, 0.651109], [1.550404, 1.020386, -1.578769], [1.741548, -0.720881, -1.744672]],
  "forces_ev_per_angstrom": [[-1.215, -2.034, 0.095], [-0.033, 0.386, 0.132], [0.161, 0.978, 0.561], [1.459, -0.864, 3.266], [0.114, 0.738, -0.730], [3.300, -0.134, 0.471], [-2.439, -0.658, -1.225], [0.324, -1.048, 0.784], [-2.228, 0.805, 1.046], [-0.050, -0.119, 0.147], [0.958, 1.303, 1.795], [0.510, 0.167, -1.811], [0.770, -0.278, 0.333], [-0.786, 0.268, -0.048], [-1.179, 1.089, -0.934], [-0.252, 0.143, -0.589], [1.217, -0.688, -0.876], [-0.695, 0.899, -1.068], [0.063, -0.952, -1.349]]
}

---

[4]
{
  "formula": "C6H10OSSi",
  "method": "wB97M-V/def2-TZVPD",
  "spin_multiplicity": 3,
  "de_lowest_kcal_mol": 55.1,
  "homo_energy_ev": [-4.0, -7.4],
  "gap_ev": [4.236, 5.991],
  "elements": ["S", "Si", "O", "C", "C", "C", "C", "C", "C", "H", "H", "H", "H", "H", "H", "H", "H", "H", "H"],
  "coordinates": [[2.279037, -0.936573, 0.727573], [-0.791275, 0.070005, 0.552572], [0.519941, 0.698608, -0.551202], [-1.140952, -1.800346, 0.075042], [2.933132, 1.363056, -0.638740], [4.100945, 0.742235, -0.042153], [-1.930045, 1.408770, -0.117429], [1.937437, 0.577816, -0.368455], [3.899605, -0.363517, 0.728047], [-2.776452, 1.608418, 0.523024], [5.051507, 1.260962, -0.302573], [-0.244540, -2.518894, 0.254074], [-0.488556, 0.623617, 2.030112], [0.297966, 1.269565, -1.279096], [-1.683948, -1.912744, -0.881696], [-2.339760, 1.182953, -1.211103], [4.424736, -1.105396, 1.263736], [-1.765124, -2.127202, 0.926566], [-1.457737, 2.404383, -0.282177]],
  "forces_ev_per_angstrom": [[-0.936, 0.672, -0.895], [0.481, 0.551, 0.627], [0.577, -0.741, 0.770], [1.113, 0.251, 1.764], [3.051, 0.156, 0.026], [0.313, 6.879, -4.179], [-0.918, -0.046, -2.767], [-1.592, -2.856, 1.148], [-2.198, -4.291, 2.908], [-0.399, -0.135, 0.100], [-0.487, -1.045, 0.645], [-1.170, 1.531, -0.958], [-0.307, -1.141, -1.585], [-0.081, 0.761, -0.620], [0.511, -0.028, 0.542], [0.584, 0.131, 2.244], [1.668, -0.063, 0.174], [-0.366, 0.126, -0.477], [0.155, -0.713, 0.532]]
}

---

[5]
{
  "formula": "C6H10OSi",
  "method": "wB97M-V/def2-TZVPD",
  "de_lowest_kcal_mol": 85.3,
  "homo_energy_ev": [-8.3, -7.2],
  "gap_ev": [8.043, 6.975],
  "elements": ["Si", "O", "C", "C", "C", "C", "C", "C", "H", "H", "H", "H", "H", "H", "H", "H", "H", "H"],
  "coordinates": [[-1.083699, 0.091036, -0.142199], [1.443175, 1.187161, 0.135986], [0.773782, 0.052903, -0.183567], [2.959271, -0.350967, -0.395411], [-1.843358, 1.368498, 1.031702], [-1.783216, -1.667402, -0.055310], [2.749026, 0.935451, 0.004815], [1.678107, -0.924193, -0.522708], [-2.737655, 1.793750, 0.591867], [3.429986, 1.732584, 0.230822], [3.902578, -0.819653, -0.580132], [-2.111698, 0.927892, 1.989826], [1.447781, -1.929027, -0.814123], [-1.500686, -2.251353, -0.926092], [-1.901329, 1.517303, -2.404549], [-1.144901, 2.179761, 1.213126], [-2.866019, -1.656073, -0.001332], [-1.411146, -2.187670, 0.827276]],
  "forces_ev_per_angstrom": [[-0.726, 0.903, -1.086], [0.005, 0.490, 0.120], [-0.765, -0.699, -0.130], [0.085, 0.578, 0.134], [0.330, -0.497, -0.234], [0.236, 0.561, -0.141], [0.605, -0.502, -0.158], [-0.573, 0.295, 0.175], [-0.121, -0.022, -0.144], [0.006, 0.171, 0.038], [0.257, -0.066, -0.020], [0.031, -0.134, 0.134], [-0.108, -0.195, -0.083], [0.067, -0.018, -0.146], [0.591, -1.126, 1.492], [0.157, 0.079, -0.044], [-0.190, 0.099, -0.030], [0.115, 0.084, 0.121]]
}

---

[6]
{
  "formula": "C6H10S",
  "method": "wB97M-V/def2-TZVPD",
  "de_lowest_kcal_mol": 17.3,
  "homo_energy_ev": -9.0,
  "smiles": "CC1(S)CC=CC1",
  "gap_ev": 9.835,
  "elements": ["S", "C", "C", "C", "C", "C", "C", "H", "H", "H", "H", "H", "H", "H", "H", "H", "H"],
  "coordinates": [[1.721002, 0.399275, 0.142751], [0.343384, -1.448498, -1.378292], [-1.561486, 1.205815, 0.338434], [-1.506229, 0.278476, 1.280858], [-0.774950, 0.819485, -0.861375], [-0.636005, -0.864372, 0.923228], [0.122232, -0.328305, -0.307822], [-0.189631, 1.665617, -1.254118], [-0.590876, -1.888407, -1.717834], [-2.054585, 0.278102, 2.207610], [2.213510, -0.714730, 0.716402], [-2.173791, 2.089194, 0.392348], [-1.392407, 0.397213, -1.687427], [0.862578, -1.020588, -2.205760], [0.105933, -1.154766, 1.704378], [0.993054, -2.246755, -1.024341], [-1.231498, -1.768882, 0.614537]],
  "forces_ev_per_angstrom": [[0.152, 0.021, 0.187], [0.071, 0.559, 0.912], [-0.632, -0.158, 0.176], [-0.381, 0.049, 0.579], [0.653, -0.262, -0.413], [0.697, -0.825, -0.297], [-0.141, -1.184, -1.293], [-0.106, -0.335, -0.109], [-0.198, 0.048, 0.045], [-0.120, 0.249, 0.178], [0.020, 0.148, -0.066], [-0.072, 0.197, -0.010], [0.189, 0.488, 0.479], [0.250, 0.343, -0.817], [-0.784, 0.049, -0.345], [-0.060, -0.075, 0.325], [0.463, 0.687, 0.470]]
}